No. 1
C3H8NSi | ωB97M-V/def2-TZVPD

Last column: Löwdin charge in e.
Positions of all 13 atoms, in Å:
1 H 1.9894 0.2096 -1.0514  0.080
2 H -1.5957 -1.4364 1.5917  0.151
3 C -0.8767 -1.4043 0.6963  -0.093
4 H 1.6242 -0.4980 0.3388  0.049
5 H -1.0925 -2.2128 -0.1040  0.167
6 H -1.0483 2.9381 -0.7726  -0.027
7 H -1.8339 0.9951 -2.1837  -0.043
8 Si -1.0458 1.5232 -1.0678  0.700
9 H 2.2668 1.2723 0.2618  0.147
10 C 1.5391 0.4380 -0.1139  -0.169
11 H 0.0323 -1.1530 1.2655  0.084
12 N 0.2799 1.0783 -0.1038  -0.156
13 C -1.2499 -0.1938 -0.0090  0.109

The calculated total energy comes out at -12594.900 eV. Its HOMO energy is -14.57 eV. As for the charge: +1. For the max |F|, the calculation gives 5.0 eV/A. The LUMO energy is -6.6 eV.


No. 2
C9H9N2O | ωB97M-V/def2-TZVPD

Last column: Löwdin charge in e.
Positions of all 21 atoms, in Å:
1 O -0.1458 -1.7939 2.5446  0.099
2 H 1.6330 -3.6642 -0.8001  0.159
3 H -0.4034 2.2012 -0.5429  0.124
4 C 1.4591 -1.6110 -1.4204  -0.014
5 C -0.7200 1.3263 -0.0136  0.012
6 H 1.9194 -1.6834 -2.3580  0.114
7 H -2.5648 0.1377 2.4771  0.118
8 C -0.4609 -0.0809 -0.6183  -0.214
9 C 1.3497 -2.6018 -0.5712  -0.071
10 H -1.2833 2.4306 1.5614  0.092
11 N 0.6864 -2.3948 0.6159  0.089
12 C 1.0829 -0.1721 -1.1457  -0.038
13 H 1.6355 0.0647 -0.3044  0.111
14 C -1.1792 1.4531 1.2446  -0.043
15 C -0.7157 -0.8681 1.7400  -0.197
16 C -0.5597 -0.8731 0.4704  0.061
17 N 0.7390 -2.5271 1.8654  0.161
18 H -1.0253 -0.2418 -1.4717  0.139
19 C -1.5413 0.3830 2.2737  -0.007
20 H -1.0863 0.5936 3.3340  0.170
21 H 0.9901 0.4449 -2.0320  0.135

The calculated total energy comes out at -14492.929 eV. Its HOMO energy is -13.98 eV. As for the charge: +1. For the max |F|, the calculation gives 6.8 eV/A. The LUMO energy is -5.0 eV.


No. 3
C5H11IN | ωB97M-V/def2-TZVPD

Last column: Löwdin charge in e.
Positions of all 18 atoms, in Å:
1 C 1.4447 0.6399 1.3792  -0.141
2 H 2.0768 1.1421 0.6697  0.089
3 C 0.3904 -0.1961 0.7037  -0.710
4 H -1.4930 -1.2040 -0.8804  0.214
5 N -1.7192 -0.1427 -0.7151  0.110
6 H 1.6235 -1.9674 -0.1353  0.119
7 H -0.0935 0.6895 -1.9504  0.115
8 H -2.7105 -0.2081 -0.7107  0.176
9 I -0.5297 -1.4246 2.4094  0.818
10 C -0.9149 0.9125 -1.3165  0.002
11 H -1.3811 1.4008 0.6114  0.152
12 C -0.8694 0.6021 0.1462  -0.258
13 H 0.9772 1.3853 1.9524  0.064
14 H -1.3440 1.8706 -1.7137  0.163
15 C 0.9136 -1.1626 -0.3999  -0.104
16 H 0.1502 -1.6853 -0.8558  0.029
17 H 2.1308 0.0600 2.0347  0.099
18 H 1.3481 -0.7117 -1.2288  0.065

The calculated total energy comes out at -14945.422 eV. Its HOMO energy is -13.18 eV. Its structure (SMILES) is CC(C)(I)[C@H]1C[NH2+]1. As for the charge: +1. For the max |F|, the calculation gives 4.7 eV/A. The LUMO energy is -3.5 eV.


No. 4
C2H7N3S | ωB97M-V/def2-TZVPD

Last column: Löwdin charge in e.
Positions of all 13 atoms, in Å:
1 H 2.1575 -1.5077 -0.1655  0.065
2 N -1.0424 -0.9610 -0.1780  -0.388
3 H 1.6466 0.4957 0.7822  0.097
4 H -0.0205 0.7933 1.3986  0.126
5 H -3.2877 -0.6214 0.9608  -0.070
6 N 0.6872 1.6570 -0.3597  -0.060
7 H -0.2536 1.8427 -0.9260  0.097
8 C 0.4348 -0.7079 -0.0403  -0.508
9 H -1.3474 -1.7934 -0.7510  0.071
10 C 0.6298 0.5596 0.5324  -0.364
11 H 1.7218 1.8569 -0.9284  0.179
12 N 1.1542 -1.7042 -0.2082  0.142
13 S -2.4802 0.0904 -0.1169  0.614

The calculated total energy comes out at -17490.070 eV. Its HOMO energy is -8.99 eV. Its structure (SMILES) is [H]/N=C(\CN)NS. As for the charge: 0. For the max |F|, the calculation gives 6.3 eV/A. The LUMO energy is 0.6 eV.


No. 5
C16H12F5I2N3O2Sn | ωB97M-V/def2-TZVPD

Last column: Löwdin charge in e.
Positions of all 41 atoms, in Å:
1 H 5.4015 2.0395 -4.0495  0.124
2 H 5.0626 -0.3114 -3.3323  0.130
3 O 3.2210 -1.1453 -1.8374  0.125
4 N -0.0525 1.4753 0.8096  -0.060
5 C -2.0833 -0.9161 3.4297  -0.090
6 C -1.2184 1.1538 2.8610  -0.249
7 H -2.2414 1.1589 6.0852  0.135
8 Sn -1.2154 -0.6695 0.1648  1.264
9 I -1.8521 0.3315 -2.9044  0.969
10 C 1.4134 0.8043 -0.7393  -0.410
11 H -2.3011 -1.9311 3.1181  0.120
12 H 0.0052 2.8745 2.3108  0.162
13 H 3.8973 3.8124 -3.2126  0.113
14 I -4.4081 -0.2653 -0.4161  0.929
15 F -0.0369 -3.1235 -1.8154  0.166
16 C 4.4187 0.4823 -2.9892  0.022
17 C 2.7181 2.4743 -2.0242  -0.019
18 C 3.7458 2.7912 -2.8966  -0.052
19 C -0.9246 -3.1448 0.3378  -0.408
20 C -2.3319 -0.5081 4.7352  0.006
21 H -4.5325 0.5648 -2.9757  -0.012
22 N 0.8084 1.7976 -0.0637  0.116
23 C 4.5989 1.7872 -3.3728  -0.029
24 H -4.0863 -1.1766 -2.9441  -0.011
25 F -2.1748 -3.0452 -1.6222  0.078
26 C 3.3484 0.1179 -2.1401  -0.244
27 C -3.9041 -0.1947 -2.5130  -1.007
28 C -0.4074 1.9384 1.9401  -0.006
29 C -1.4923 1.6479 4.1331  0.035
30 F 0.2508 -3.4677 0.8729  0.155
31 C 2.4858 1.1498 -1.6427  -0.087
32 H 2.0743 3.2432 -1.6231  0.114
33 F -1.8970 -3.6447 1.1122  0.116
34 N -1.5420 -0.1096 2.5236  -0.028
35 C -1.0561 -3.6147 -1.1087  -0.629
36 H 2.4345 -1.3303 -1.2814  0.101
37 F -1.1398 -4.9083 -1.2779  0.247
38 H -1.2499 2.6683 4.3789  0.134
39 O 1.0408 -0.3988 -0.5684  -0.168
40 H -2.7252 -1.2113 5.4549  0.131
41 C -2.0514 0.8039 5.0839  0.014

The calculated total energy comes out at -60953.788 eV. Its HOMO energy is -13.43 eV. As for the charge: +2. For the max |F|, the calculation gives 2.7 eV/A. The LUMO energy is -9.9 eV.


No. 6
C4H6F10InN3O14S6 | ωB97M-V/def2-TZVPD

Last column: Löwdin charge in e.
Positions of all 44 atoms, in Å:
1 C 14.3724 12.8344 6.4420  -0.311
2 F 11.2379 10.6468 -4.4348  0.170
3 O 9.9610 12.3332 -2.7632  -0.279
4 O 5.4484 15.4832 -0.1086  -0.226
5 F 8.8822 7.5407 1.2030  0.207
6 C 10.5648 9.9409 -3.5426  -0.688
7 O 8.0404 10.6251 -2.7526  -0.290
8 F 10.3075 9.1769 1.6600  0.112
9 S 9.4839 10.9924 -2.4977  0.754
10 O 17.2008 20.4603 -0.3927  -0.216
11 N 7.5671 16.1184 1.4961  -0.172
12 O 13.4380 12.9604 5.4789  -0.031
13 S 6.5674 15.8858 2.6419  0.517
14 F 12.7886 20.0312 -0.1169  -0.188
15 S 8.7980 9.5214 -0.4972  0.629
16 O 15.6458 14.4588 4.9974  -0.087
17 In 12.6186 14.8087 0.9104  0.971
18 S 6.2774 16.5496 0.4157  0.592
19 C 9.7124 8.4016 0.7071  -0.715
20 H 16.2025 12.5583 5.3712  0.110
21 F 7.5470 14.8711 3.5695  -0.237
22 O 5.5833 17.8207 0.6483  -0.231
23 O 14.4437 21.1149 -1.4367  -0.215
24 F 10.6872 7.8090 0.1159  0.188
25 H 12.6156 12.8813 5.9676  0.102
26 S 14.2624 20.6452 -0.1228  0.605
27 H 16.5093 14.8712 4.9215  0.078
28 O 8.3303 8.5881 -1.5433  -0.227
29 F 7.1969 16.8803 -0.8495  -0.177
30 O 6.5421 16.8797 3.6843  -0.183
31 H 14.5203 11.7748 6.6506  0.121
32 C 15.6970 13.3448 5.9316  -0.216
33 O 7.8168 10.1306 0.3676  -0.203
34 F 11.4326 9.4072 -2.7415  0.166
35 O 16.4575 20.2858 1.9586  -0.211
36 N 15.1109 19.1492 0.1869  -0.201
37 O 5.2138 15.2985 2.6187  -0.189
38 H 14.1543 13.3232 7.3915  0.124
39 O 14.1362 21.6053 1.0009  -0.255
40 F 9.7770 9.0159 -4.1686  0.131
41 N 9.9691 10.5399 -0.8883  -0.185
42 S 16.4094 19.7510 0.6169  0.441
43 F 17.2045 18.3431 0.7396  -0.202
44 H 16.3878 13.6277 6.7258  0.119

The calculated total energy comes out at -134721.502 eV. Its HOMO energy is -9.90 eV. As for the charge: 0. For the max |F|, the calculation gives 9.8 eV/A. The LUMO energy is -8.6 eV.